1.
# C39H37F6N5O8RbS4

C39H37F6N5O8RbS4 as an isolated structure (wB97M-V/def2-TZVPD, the Open Molecules 2025 dataset).

```
! RIJCOSX wB97M-V def2-TZVPD def2/J DEFGRID3
* xyz -1 1
H -2.2699 -3.3568 -1.3896
S 4.5611 1.1439 -0.6575
H -3.0553 3.3271 -5.0112
S -4.4053 -3.3644 0.8512
H 4.5771 -1.7288 0.3623
H -1.9992 2.8496 -0.7001
H 0.8193 0.3611 5.7018
H 2.7023 3.3808 -0.4655
C 3.1593 0.2434 -3.7201
H -3.7895 5.7684 1.5623
H -4.5062 4.1136 1.4954
C -0.3809 -4.5472 -1.4499
H -2.7226 6.1298 -1.0475
C 1.4489 -1.6997 2.9739
N -2.8551 4.3288 0.3135
C 2.0781 0.0683 -0.1698
C -3.0120 3.1222 -0.4590
H -0.9743 1.4143 0.7496
C -5.0884 3.8296 -1.8982
C 5.2546 1.0099 1.0012
H 2.4586 -0.9730 -0.3456
H 4.2032 0.3622 -3.7384
H 0.3892 2.0636 -3.1086
C -3.7089 3.3371 -1.7752
H 5.3720 -2.6546 3.1860
O 2.5751 -3.1778 0.9554
F -7.0054 -3.6485 0.4846
C -3.5904 3.5696 -4.1410
C 2.1469 2.4749 -0.1294
C 2.7986 1.2390 -0.2259
H 0.1787 -0.7665 0.2061
C 2.6573 -0.9811 -3.2833
O -3.8185 -4.6889 0.7984
C -5.7037 4.1051 -3.0432
O 3.6575 -5.3900 -2.1921
C -6.1808 -3.7432 1.4952
H -0.2170 -0.5665 3.4915
C -4.0262 4.9044 0.9566
C -4.2582 0.0299 2.4763
H 2.5326 2.3423 -4.1074
C 0.8171 2.5279 0.2374
H -6.7452 4.2719 -3.1267
N -0.6412 -2.3376 -2.2667
N -3.7484 -2.6165 2.0645
H 4.9581 1.9422 1.4777
F -6.2322 -4.9499 2.0570
O -2.6014 -0.8067 0.6778
S 3.3331 -3.4009 2.2291
F -6.5883 -2.8461 2.4046
H 4.3124 -1.8692 4.6906
C 0.7311 0.1456 0.2180
C 2.6890 -0.6787 5.3608
C 0.6808 -2.2623 -2.5486
H -1.4089 4.9348 -0.9669
H -3.5191 2.4752 0.2754
C -1.1819 -3.3661 -1.6707
Rb -2.5904 -0.0184 -2.1591
H -5.5925 3.7934 -0.9204
O -4.6256 -2.6231 -0.3336
S -2.9814 -1.2643 1.9632
F -4.6064 -0.1192 3.7509
O 5.1434 -3.8465 -2.2862
C 2.9813 -3.2010 -2.5494
C 5.0669 -2.7585 2.1119
C 1.2706 -0.9771 -2.9234
C 4.8537 -0.2048 1.8039
C 0.9685 1.1842 -3.2327
C -4.9139 4.0216 -4.1818
H 6.2225 -1.4452 0.8086
H -1.7448 6.1573 0.4000
C 0.0793 1.3358 0.5237
C 3.2984 -1.5777 4.5234
N 0.4734 0.0564 -2.8504
H 5.7030 -3.5301 1.7683
H 1.5191 -5.4111 -1.5274
H -4.6842 5.2542 0.1543
C -2.1895 5.4055 -0.3768
H 0.4097 3.5661 0.2037
F -3.7187 1.2166 2.2848
H 6.2764 1.1562 0.9131
O 4.7712 -0.2136 -1.2553
H -0.8340 -5.3684 -0.9625
N 3.9958 -4.2489 -2.2885
C -2.9666 3.0412 -2.9177
C 5.2352 -1.5228 1.1812
C 2.7320 -2.0673 3.3208
C 0.9491 -4.5265 -1.7565
C 2.3249 1.3478 -3.7294
H 5.3701 -0.0435 2.7575
C 0.7853 -0.8293 3.8427
H 3.8193 -0.1940 2.1042
O -2.0518 -1.2349 3.0267
C 3.5085 -2.0382 -2.9577
C 1.5476 -3.3818 -2.3417
H -5.4380 4.3563 -5.1253
C 1.3766 -0.3486 5.0396
H 3.1815 -0.2291 6.2651
H 4.6346 -1.9539 -3.0283
F -5.3359 -0.0003 1.6828
H 0.9183 -2.1106 2.1580
*
```

The HOMO energy is -3.9 eV. The frontier orbital gap comes out at 0.1880 Eh. The energy relative to the best compared isomer or geometry (same formula, charge and spin) comes out at 209.11 kJ/mol.

2.
# C39H37GeNOReS3

C39H37GeNOReS3 as an isolated structure (wB97M-V/def2-TZVPD, the Open Molecules 2025 dataset).

```
! RIJCOSX wB97M-V def2-TZVPD def2/J DEFGRID3
* xyz 2 2
H 2.9228 0.5516 1.8480
H 4.9935 1.6720 2.6039
C -2.8966 -2.5020 3.8691
C -0.0673 -4.8624 -4.6000
C -2.6547 -4.0232 -1.5647
C -1.1716 1.0602 -0.8671
C 4.5084 3.5665 1.7184
H -1.2245 -3.0816 5.0955
C -0.2256 2.1133 -4.5907
C 0.3373 2.8293 -0.3390
H -3.5517 -2.3762 4.7338
C -3.1094 1.4341 -2.2695
C 5.8032 -0.5340 -1.2619
H 0.3682 -1.5861 -5.3118
C -1.7269 3.3092 -1.6805
H -0.6283 -3.6232 -6.2566
S 2.5793 -2.6619 1.1707
H -3.0990 -3.5086 3.4991
H -0.4879 -5.7613 -5.0309
H 4.0175 -2.8697 -3.7690
Re 0.1165 0.0425 0.3553
C 1.0371 -2.5477 -3.5031
C 2.4385 3.6682 0.5686
C 1.8981 -1.7688 0.1214
H -2.9264 -5.0214 -1.2195
C -1.7409 -3.3262 -0.5646
H 6.4233 -3.1422 -3.3307
C 0.6807 3.1664 -4.5838
H -0.7427 -2.5307 3.4941
O -1.1547 -0.9340 1.4949
H 7.5723 -1.6544 -1.7307
H 3.9032 0.4016 -0.9809
C -2.3953 -3.1649 0.8194
H 6.3078 0.1225 -0.5645
C 2.1910 2.3310 0.8726
C -1.4445 -2.3601 4.3106
S 1.1168 4.3275 -0.3619
C 2.2779 1.7865 -3.4314
H 3.7861 5.3461 0.7530
C 4.2646 2.2233 2.0258
C 4.4480 -0.3789 -1.5057
C 0.1150 0.9025 -4.0078
C 6.5141 -1.5313 -1.9190
H -3.5761 -3.4580 -1.7191
C -0.1479 -3.6611 -5.2880
C 1.3742 0.7245 -3.4293
C -2.2764 0.5731 -1.5585
H -3.4040 -3.5891 0.8409
C 3.7891 -1.2135 -2.4124
H -1.2527 -1.3637 4.7114
H 3.2729 1.6559 -3.0212
H -3.9720 1.0355 -2.7878
C -0.9037 2.4441 -0.9792
C 1.9288 3.0052 -3.9994
C 1.2511 -1.0286 -0.7695
N 0.9786 1.8753 0.3413
H -3.5112 3.4555 -2.8619
H -2.1531 -4.1233 -2.5261
C 0.4089 -2.5087 -4.7466
H -0.6041 0.0910 -4.0164
C 0.5732 -4.9176 -3.3678
H -4.4401 -1.5812 2.6333
H 1.6356 -3.8262 -1.8705
C -2.8502 2.7964 -2.3158
H 0.6567 -5.8601 -2.8420
Ge 1.8882 -0.9985 -2.7154
H 5.4210 4.0339 2.0609
C 4.5107 -2.2108 -3.0632
H 0.4206 4.1066 -5.0531
H -2.5130 -0.4841 -1.5493
C 5.8692 -2.3675 -2.8177
H -1.8173 -3.6060 1.6296
C 3.1089 1.5918 1.6095
H 2.6440 3.8177 -4.0143
H -1.5015 4.3672 -1.7396
H -0.8081 -3.8812 -0.4463
S -2.6377 -1.4340 1.2166
H -3.2336 -0.4423 3.2102
C 3.6000 4.3070 0.9875
H -1.1924 2.2337 -5.0620
C 1.1178 -3.7656 -2.8227
H -1.4437 -2.3521 -0.9662
C -3.3747 -1.4674 2.8574
*
```

The HOMO energy (spin up / spin down) is -13.5 / -13.7 eV. As for the expectation value of S²: 0.767. The frontier orbital gap (spin up / spin down) comes out at 0.2409 / 0.2524 Eh. The energy relative to the best compared isomer or geometry (same formula, charge and spin) comes out at 0.00 kJ/mol.

3.
# C39H37N4O4OsS

C39H37N4O4OsS as an isolated structure (wB97M-V/def2-TZVPD, the Open Molecules 2025 dataset).

```
! RIJCOSX wB97M-V def2-TZVPD def2/J DEFGRID3
* xyz 1 5
C -3.9276 1.0395 2.7647
C 0.4620 -4.2324 1.8342
C -1.7850 -0.0002 -0.2537
H -4.6102 -0.1427 -4.8394
H -0.4322 1.3671 0.7503
H -0.1699 3.8360 1.1682
H -1.5121 4.8161 0.5735
C 1.6161 -4.3473 -0.1748
C -4.6807 0.2998 -2.7438
H -4.4820 0.6728 -0.6500
C 0.3126 1.4435 -1.2729
H 3.5418 -0.8969 -0.1791
C -0.5575 -3.9211 4.1678
C 3.6682 0.0948 0.2418
C -1.2838 4.2218 -2.0931
C -2.6364 0.0019 -1.5287
C -0.0724 -0.0298 3.5352
H 1.9420 -6.2813 -1.0317
C -0.5486 4.3889 0.3123
O 0.5036 2.8342 -1.2165
H -0.8672 -3.1061 4.8152
C 1.5155 -5.7260 -0.2116
O 1.3805 -0.6433 -0.8418
C 2.8405 2.1404 -2.8001
C -2.6542 -0.0010 1.0126
H 2.6121 2.9826 -2.1703
C 4.9424 1.6449 1.5422
C 2.7561 1.1007 -0.0937
C 4.0542 2.6467 1.1957
C -2.7181 -0.4578 -3.8907
H -0.9924 -0.7636 -2.6530
H 5.7934 1.8713 2.1644
H -5.7304 0.5552 -2.7628
H -3.8730 -2.3065 3.1713
C 1.6772 0.6577 -1.0979
C 2.4316 0.8640 -2.4329
H 2.2686 3.1733 0.1367
C -2.0190 -0.4273 -2.6986
C -3.9768 0.3591 -1.5506
C -0.8573 1.2700 -0.2639
C 2.7333 -0.2173 -3.2444
O -1.0516 -1.1488 -0.2762
C -3.6764 -1.3362 2.7419
N -0.4798 0.8791 4.4221
H 2.1363 -3.8132 -0.9576
O -1.6290 2.4030 -0.5685
H -1.4081 -4.5801 4.0128
H -2.5773 -2.1355 1.0876
C 0.3449 -5.6285 1.8680
C 0.8676 -6.3774 0.8356
H 5.4231 -0.4358 1.3260
H 0.1438 5.1880 0.0638
H -0.1435 1.8243 4.3567
C 3.5313 2.3347 -3.9804
C -2.9293 -1.2405 1.5825
C -0.7373 3.4563 -0.8899
C 4.7439 0.3603 1.0652
Os 0.6785 -1.4151 0.8347
H -0.1499 -6.1036 2.7003
H 4.2110 3.6497 1.5568
H 0.2212 -4.4955 4.6671
H 3.6502 -0.8643 -5.0547
H 2.4100 -1.2035 -2.9447
C 2.9622 2.3860 0.3828
H 3.8399 3.3312 -4.2556
H 0.7782 -7.4517 0.8369
H -3.0117 2.1016 1.1469
H -1.1236 0.6294 5.1511
H 4.3786 1.4073 -5.7109
H -4.7499 -0.2655 4.2538
N -0.4510 -1.2670 3.5986
C 3.8279 1.2562 -4.7963
H -2.2440 4.6581 -1.8330
S 1.1021 0.4723 2.3241
C -4.1718 -0.1936 3.3440
H -0.5801 5.0040 -2.3648
C -0.0603 -3.3789 2.8693
H -2.2251 -0.7777 -4.7969
N 1.1085 -3.6092 0.8107
C -4.0540 -0.0930 -3.9152
H -0.0542 1.1680 -2.2751
H -4.3308 1.9333 3.2159
N -0.0190 -2.0833 2.6273
C 3.4295 -0.0164 -4.4248
H -1.4247 3.5488 -2.9360
C -3.1712 1.1409 1.6077
*
```

The HOMO energy (spin up / spin down) is -10.3 / -10.4 eV. As for the expectation value of S²: 6.046. The frontier orbital gap (spin up / spin down) comes out at 0.2242 / 0.1272 Eh.